# 1
ORCA calculation (the ωB97M-V functional and the def2-TZVPD basis) on C29H24AsN3O2RuS as an isolated structure.

Structure (XYZ):
```
61
Properties=species:S:1:pos:R:3:lowdin_charge:R:1
Ru 0.740 1.395 0.082 1.17
As -1.213 -0.236 -0.513 1.30
S -1.108 2.925 -0.343 0.68
O 2.887 1.310 0.221 -0.26
O 1.533 -0.465 -0.716 -0.31
N 3.517 0.191 0.097 0.03
N 1.686 3.558 -0.398 -0.12
N 2.789 -0.702 -0.408 -0.21
C 2.366 -3.053 -0.813 -0.01
C -1.584 0.863 3.590 -0.05
C 0.244 -0.518 2.022 -0.16
C 5.096 -3.575 -0.858 -0.06
C -1.788 -2.072 -0.530 -0.39
C 2.824 -4.348 -1.009 -0.06
C 1.457 4.298 -1.487 -0.18
C -2.053 -2.772 0.642 -0.09
C -4.066 0.201 -0.947 -0.08
C 2.418 4.091 0.590 -0.14
C -2.658 2.153 -0.672 -0.68
C 4.186 -4.612 -1.026 -0.07
C 2.929 5.372 0.533 -0.04
C -2.719 -4.674 -0.676 -0.07
C -2.445 -3.974 -1.843 -0.07
C -1.971 -2.672 -1.773 -0.12
C 4.658 -2.276 -0.663 -0.01
C -2.820 0.770 -0.721 -0.43
C 1.943 5.583 -1.631 -0.04
C -1.812 0.734 2.237 -0.10
C -5.170 1.020 -1.128 -0.06
C -0.434 0.323 4.169 -0.05
C 2.686 6.133 -0.600 -0.04
C -3.776 2.967 -0.859 -0.11
C -2.521 -4.078 0.561 -0.06
C 0.472 -0.367 3.390 -0.06
C -0.901 0.040 1.426 -0.46
C -5.021 2.400 -1.086 -0.06
C 3.294 -2.044 -0.635 -0.17
H -2.732 -4.627 1.470 0.11
H -1.909 -2.312 1.609 0.10
H 3.073 7.140 -0.678 0.12
H 0.868 3.834 -2.267 0.10
H 2.610 3.460 1.447 0.10
H -1.745 -2.133 -2.685 0.11
H 5.357 -1.461 -0.546 0.12
H 6.159 -3.775 -0.887 0.11
H -5.881 3.040 -1.235 0.11
H -2.302 1.391 4.205 0.12
H -2.594 -4.441 -2.807 0.11
H -3.088 -5.690 -0.731 0.11
H 4.541 -5.622 -1.177 0.11
H -6.144 0.582 -1.302 0.11
H 3.512 5.757 1.358 0.11
H 1.356 -0.807 3.834 0.12
H 2.111 -5.149 -1.151 0.11
H 1.735 6.138 -2.536 0.12
H 0.902 -1.151 1.443 0.09
H 1.310 -2.825 -0.814 0.10
H -3.658 4.043 -0.822 0.11
H -2.701 1.168 1.800 0.11
H -0.264 0.429 5.233 0.12
H -4.180 -0.875 -0.983 0.10
```

Summary:
2S+1: 6
Energy relative to the best compared isomer or geometry (same formula, charge and spin) in eV: 0.7651
Kohn-Sham gap (spin up / spin down) in eV: 8.240 / 6.154
Charge: +1

---

# 2
ORCA calculation (the ωB97M-V functional and the def2-TZVPD basis) on C29H24BrCl4F6IN2O5PSSbTl as an isolated structure.

Structure (XYZ):
```
76
Properties=species:S:1:pos:R:3:lowdin_charge:R:1
Tl -0.850 -0.121 0.169 0.95
I -3.756 2.425 3.956 1.09
Sb -4.030 -1.689 2.470 1.36
Br -1.189 -3.195 -1.218 0.89
Cl -4.507 6.082 -0.282 0.70
Cl 1.758 -2.520 4.573 0.59
Cl -0.693 -3.372 3.275 0.69
Cl 1.852 -4.325 2.312 0.62
S 7.322 -1.568 -3.894 1.03
P 0.415 1.578 2.960 1.01
F -4.548 -0.089 1.578 -0.35
F -4.833 -2.670 1.063 -0.34
F -5.616 -1.678 3.472 -0.35
F -3.123 -0.690 3.793 -0.41
F -2.400 -1.635 1.420 -0.41
F -3.436 -3.298 3.243 -0.39
O 0.166 -0.872 2.145 -0.24
O 2.212 -1.558 1.497 0.01
O -1.810 1.202 1.643 -0.26
O -6.073 -2.580 -2.725 0.11
O 7.285 -3.924 -2.659 0.04
N -2.686 -0.881 -1.136 -0.04
N -1.417 2.026 -0.883 0.04
C 0.060 3.356 3.003 -0.22
C -0.269 0.823 4.440 -0.21
C 2.219 1.470 2.951 -0.20
C -1.142 2.393 -2.110 -0.10
C 0.882 -0.276 -0.996 -0.11
C 5.448 -1.688 -1.819 -0.06
C -3.839 -2.759 -2.068 -0.02
C -2.235 2.768 -0.108 -0.17
C 4.198 -1.402 -1.300 0.00
C 1.168 -1.680 2.107 -0.80
C -2.735 -2.161 -1.511 -0.71
C -4.963 -0.651 -1.816 0.03
C 1.955 -0.478 -1.508 -0.10
C -2.846 3.940 -0.600 -0.17
C -3.327 3.004 2.014 -0.63
C -3.720 4.637 0.268 -0.61
C -3.951 4.173 1.528 -0.16
C 5.733 -1.371 -3.142 -0.52
C -1.681 3.562 -2.673 -0.03
C 9.203 -3.526 -4.041 -0.08
C 4.760 -0.772 -3.941 -0.11
C 3.517 -0.471 -3.417 -0.03
C -4.987 -1.986 -2.211 -0.29
C -2.452 2.274 1.227 -0.43
C -3.799 -0.153 -1.282 -0.11
C 0.986 -2.953 3.009 -1.48
C -2.534 4.324 -1.922 0.00
C 3.226 -0.785 -2.089 -0.24
C 7.879 -3.188 -3.397 -0.75
H -3.752 0.872 -0.941 0.11
H 9.660 -4.343 -3.488 0.09
H -0.476 1.745 -2.671 0.12
H -2.982 5.221 -2.327 0.10
H 2.557 0.458 2.740 0.04
H -1.429 3.838 -3.687 0.11
H -6.831 -1.990 -2.678 0.12
H 2.589 1.797 3.927 0.07
H 2.764 0.000 -4.035 0.12
H 9.025 -3.841 -5.070 0.09
H 6.195 -2.162 -1.200 0.11
H -0.986 3.530 3.246 0.01
H 0.689 3.811 3.773 0.06
H -1.191 0.300 4.181 0.02
H -0.478 1.600 5.176 0.06
H 2.609 2.135 2.180 0.06
H -4.629 4.711 2.176 0.09
H 3.961 -1.647 -0.272 0.11
H 4.979 -0.542 -4.976 0.10
H -3.839 -3.802 -2.342 0.13
H 9.867 -2.663 -4.062 0.07
H -5.838 -0.020 -1.891 0.13
H 0.447 0.101 4.829 0.03
H 0.290 3.817 2.042 0.06
```

Summary:
2S+1: 2
Energy relative to the best compared isomer or geometry (same formula, charge and spin) in eV: 1.0620
Kohn-Sham gap (spin up / spin down) in eV: 7.445 / 6.345
Charge: 0

---

# 3
ORCA calculation (the ωB97M-V functional and the def2-TZVPD basis) on C29H24CeF5N6S as an isolated structure in a non-equilibrium geometry.

Structure (XYZ):
```
66
Properties=species:S:1:pos:R:3:lowdin_charge:R:1
Ce -0.115 0.007 0.600 1.32
S 1.715 -1.461 -0.820 0.72
F 3.921 2.974 4.657 0.20
F 1.898 1.496 5.689 0.18
F 2.628 1.809 0.301 0.09
F 4.316 3.132 1.986 0.17
F 0.228 0.153 4.000 0.09
N -1.516 -1.849 1.476 -0.02
N -1.683 1.997 0.843 -0.07
N 4.175 -0.843 -0.016 0.06
N -6.116 2.612 -0.712 0.22
N -1.712 -0.857 -1.074 -0.05
N 2.932 -2.179 1.453 0.05
C -2.515 -2.316 0.661 -0.13
C -2.890 1.982 0.252 -0.06
C 3.323 2.408 2.469 -0.13
C -3.577 3.945 1.425 0.07
C -4.445 -3.753 0.194 0.04
C 1.440 0.951 2.147 -0.18
C -2.604 -1.813 -0.672 -0.14
C -3.860 2.926 0.519 -0.16
C 3.085 -1.486 0.330 -0.69
C -1.411 2.991 1.720 -0.07
C 5.331 -0.368 0.805 -0.19
C -2.271 -3.310 3.213 0.02
C -5.127 2.796 -0.159 -0.14
C 2.074 1.562 4.384 -0.13
C -2.646 -0.896 -3.270 0.02
C 1.252 0.887 3.510 -0.23
C 3.991 -2.747 2.338 -0.18
C -3.281 -3.770 2.407 0.07
C -3.423 -3.278 1.090 -0.10
C -4.516 -3.292 -1.071 0.04
C -1.403 -2.347 2.707 -0.07
C 6.642 -1.010 0.394 -0.05
C 3.118 2.323 3.848 -0.09
C -3.576 -2.307 -1.537 -0.10
C -3.576 -1.823 -2.864 0.08
C -2.329 3.971 2.031 0.02
C 2.469 1.713 1.640 -0.24
C 3.921 -2.193 3.746 -0.05
C -1.734 -0.423 -2.334 -0.08
H 2.061 -2.689 1.491 0.12
H 7.458 -0.557 0.956 0.10
H 5.365 0.710 0.647 0.12
H -3.097 1.189 -0.453 0.12
H 4.951 -2.563 1.873 0.10
H -3.975 -4.519 2.771 0.15
H 6.843 -0.846 -0.665 0.09
H -0.605 -1.955 3.328 0.12
H -4.322 4.699 1.647 0.15
H 4.672 -2.676 4.370 0.10
H -2.617 -0.518 -4.282 0.14
H -2.136 -3.672 4.223 0.14
H 2.946 -2.385 4.200 0.08
H 6.654 -2.085 0.576 0.08
H 3.844 -3.826 2.319 0.14
H -5.272 -3.656 -1.755 0.14
H -4.314 -2.199 -3.564 0.15
H 4.107 -1.116 3.761 0.07
H 4.150 -0.463 -0.953 0.15
H -0.431 2.986 2.178 0.12
H -2.066 4.746 2.738 0.14
H -1.002 0.327 -2.619 0.14
H -5.148 -4.494 0.553 0.14
H 5.092 -0.527 1.853 0.10
```

Summary:
Kohn-Sham gap (spin up / spin down) in eV: 6.315 / 6.323
Charge: +3

---

# 4
ORCA calculation (the ωB97M-V functional and the def2-TZVPD basis) on one molecule with the formula C29H24Cl2N4O3 in a non-equilibrium geometry.

Structure (XYZ):
```
62
Properties=species:S:1:pos:R:3:lowdin_charge:R:1
Cl 3.688 4.421 2.897 0.70
Cl 1.951 -0.414 4.409 0.80
O -1.412 0.801 5.323 0.10
O 1.321 0.570 1.357 0.08
O -1.721 2.588 -1.649 -0.12
N -1.143 -0.234 3.360 0.16
N -1.091 -1.983 -2.228 -0.08
N 0.225 -1.907 -2.015 0.16
N -0.576 1.583 0.711 -0.02
C -1.588 -2.143 -3.524 -0.19
C 4.294 -1.657 0.953 -0.09
C -2.944 -2.019 -3.807 -0.02
C -2.009 1.717 0.602 -0.10
C 1.088 3.834 3.257 -0.10
C 0.051 2.975 3.569 -0.01
C 0.144 2.544 -0.102 -0.10
C -2.499 -2.473 -6.124 -0.09
C 1.986 -2.280 1.118 -0.04
C 2.792 -1.156 -0.847 -0.03
C 3.257 -2.245 1.656 -0.10
C 0.406 -1.759 -0.715 -0.18
C -1.147 -2.587 -5.843 -0.08
C -3.391 -2.187 -5.105 -0.09
C -0.689 -2.425 -4.551 -0.02
C -0.324 2.408 -1.553 -0.17
C 0.302 1.652 3.906 -0.19
C -1.777 -1.890 -1.062 -0.01
C 1.740 -1.725 -0.135 -0.18
C -1.162 -1.501 1.355 0.00
C 0.107 0.614 1.357 -0.40
C -0.750 -0.426 2.039 -0.17
C -0.855 -1.727 -0.050 -0.15
C 2.673 2.058 3.669 -0.11
C -0.816 0.728 4.272 -0.46
C 4.060 -1.118 -0.301 -0.08
C 1.622 1.209 3.970 -0.60
C 2.391 3.364 3.302 -0.66
C -2.410 1.636 -0.879 -0.17
H -1.806 -2.230 1.834 0.13
H -2.845 -1.947 -1.009 0.13
H -2.512 0.937 1.171 0.13
H -0.447 -2.808 -6.634 0.10
H 3.688 1.699 3.702 0.11
H 0.891 4.859 2.982 0.11
H 5.285 -1.620 1.382 0.10
H -0.068 3.554 0.266 0.13
H -2.299 2.699 0.996 0.13
H -0.970 3.326 3.547 0.13
H 0.358 -2.511 -4.308 0.10
H -3.473 1.852 -1.001 0.13
H -4.445 -2.091 -5.319 0.10
H 1.209 2.332 -0.010 0.13
H 4.870 -0.661 -0.852 0.10
H -3.653 -1.785 -3.028 0.10
H -2.196 0.623 -1.253 0.11
H -1.814 -0.911 3.712 0.16
H 1.178 -2.742 1.667 0.11
H -2.857 -2.603 -7.134 0.10
H 3.438 -2.673 2.631 0.09
H -0.045 1.414 -1.934 0.13
H 0.126 3.178 -2.180 0.13
H 2.596 -0.735 -1.821 0.11
```

Summary:
SMILES: O=C(N/C(=C/c1cn(-c2ccccc2)nc1-c1ccccc1)C(=O)N1CCOCC1)c1ccc(Cl)cc1Cl
Kohn-Sham gap in eV: 8.489
Charge: 0